# C47H80Br2ClF4N6O5S2

A 6-piece molecular cluster, C47H80Br2ClF4N6O5S2 overall (ωB97M-V with the def2-TZVPD basis set, the OMol25 dataset).

Geometry as XYZ:
```
147
Properties=species:S:1:pos:R:3:forces:R:3
C -1.786566 -4.619255 -0.370498 0.3 -0.4 0.0
C -1.000664 -3.326583 -0.218287 0.2 0.0 0.1
S -2.107670 -1.878071 -0.118833 -0.1 0.0 0.1
C -1.363417 -0.987460 1.282280 0.1 -0.2 0.1
C -0.116197 -0.194724 0.865928 0.3 -0.4 0.1
C 1.164828 -0.430281 1.659691 0.1 -0.1 -0.4
C 2.126896 0.585988 1.002513 0.2 -0.6 -0.5
C 3.370159 1.046937 1.773370 -0.1 -0.1 0.3
C 3.674372 0.312848 3.075110 0.4 0.0 -0.1
C 3.968113 -1.181293 2.972691 -0.3 -0.1 0.2
F 2.618573 0.540647 3.984431 0.1 0.1 0.0
N 1.237889 1.701997 0.344350 -0.1 0.3 0.3
C 1.418301 1.737915 -1.169279 0.0 -0.2 0.1
C 1.003252 0.587011 -2.091969 0.0 0.0 -0.3
C 2.056136 -0.488409 -2.367754 -0.2 -0.1 0.1
C 1.576637 -1.494758 -3.415477 0.1 -0.2 0.3
S 1.584689 -0.821293 -5.072393 0.1 0.0 0.0
O 2.403578 0.352981 -5.084701 0.1 -0.1 -0.1
O 1.756336 -1.865472 -6.027440 -0.1 0.2 0.2
Cl -0.338481 -0.152158 -5.231181 -0.2 0.0 -0.1
C 1.494705 3.142285 0.806206 0.1 0.0 0.0
C 2.382595 4.132239 0.031462 0.0 0.3 -0.1
C 3.875674 4.287386 0.334146 -0.2 -0.1 0.3
F 4.051858 4.239545 1.693456 0.1 0.0 -0.1
Br 5.021191 2.955744 -0.481847 -0.1 0.0 -0.2
C 4.352896 5.691536 -0.129364 0.0 0.2 0.1
F 4.067727 5.834218 -1.430194 0.1 -0.1 -0.1
F 3.620907 6.604009 0.536385 0.0 0.0 0.1
Br 6.215036 6.056240 0.196366 -0.2 0.0 0.0
C -0.227035 1.333270 0.835812 -0.2 -0.2 0.1
C -0.391022 1.782542 2.312355 0.3 0.3 0.2
C -1.017878 3.120606 2.672484 0.0 0.2 -0.5
O -1.212620 4.023782 1.889545 0.2 -0.2 0.3
C -1.350239 1.842043 -0.088647 0.2 0.2 0.0
C -2.758340 1.932097 0.556208 -0.4 -0.1 -0.1
C -3.830136 1.088162 -0.175719 0.1 0.0 0.2
C -5.223634 1.720147 -0.177110 0.0 0.0 0.1
C -6.237749 0.849492 -0.904212 0.1 0.0 0.0
O -6.272502 -0.408629 -0.218721 -0.2 0.1 0.1
C -7.140310 -1.385924 -0.661387 0.2 0.1 -0.2
C -6.787747 -2.005203 -1.993218 -0.2 -0.1 0.1
O -8.024913 -1.762468 0.046039 0.1 0.0 0.0
H -2.410343 -4.624468 -1.265319 -0.1 0.1 0.2
H -1.075182 -5.450422 -0.478559 -0.1 0.1 0.1
H -2.395040 -4.821803 0.515267 0.0 0.1 -0.2
H -0.295706 -3.214373 -1.052056 -0.2 0.1 0.1
H -0.406851 -3.347228 0.702299 -0.1 0.0 -0.1
H -2.143506 -0.368868 1.732815 0.1 -0.1 -0.2
H -1.097470 -1.741166 2.032389 0.0 0.2 -0.1
H 0.136504 -0.574961 -0.124292 -0.2 0.3 0.0
H 1.558951 -1.423048 1.414194 -0.1 0.1 0.3
H 1.056827 -0.350923 2.739644 0.0 0.1 -0.2
H 2.501564 0.037637 0.134039 -0.1 0.3 0.0
H 4.249712 0.910021 1.140518 -0.1 0.0 0.1
H 3.347078 2.106257 2.023298 0.0 -0.1 0.0
H 4.548696 0.820618 3.494441 -0.1 -0.1 0.0
H 4.784863 -1.454773 3.644059 -0.1 0.0 -0.1
H 3.092379 -1.760815 3.284875 0.1 0.1 -0.1
H 4.229307 -1.474221 1.951511 0.1 0.0 0.1
H 0.889172 2.633457 -1.497042 0.0 -0.1 0.1
H 2.492701 1.912512 -1.296776 -0.2 0.0 0.0
H 0.070104 0.101934 -1.822384 -0.1 0.1 0.1
H 0.787256 1.093874 -3.042364 0.1 -0.1 0.2
H 2.284850 -1.080111 -1.473476 0.0 0.1 -0.1
H 2.986046 -0.026974 -2.705036 -0.1 0.0 0.1
H 0.563909 -1.848870 -3.196653 0.1 0.0 -0.2
H 2.234752 -2.368213 -3.487164 0.0 0.2 0.0
H 0.504736 3.592545 0.762018 0.1 0.0 0.1
H 1.807290 3.112388 1.849681 -0.2 0.1 -0.2
H 1.957213 5.090140 0.363924 0.1 -0.1 -0.1
H 2.243816 4.126076 -1.050524 0.0 -0.1 0.2
H 0.571386 1.785624 2.850146 -0.2 -0.1 -0.1
H -0.967637 1.011535 2.836910 0.1 0.2 0.0
H -1.255608 3.228857 3.740613 -0.1 -0.1 0.0
H -1.410869 1.169286 -0.940933 0.0 0.0 -0.1
H -1.106147 2.834882 -0.482754 0.0 -0.1 0.1
H -3.064043 2.983947 0.582397 0.1 -0.2 -0.1
H -2.739316 1.617533 1.605569 0.0 0.1 -0.2
H -3.516534 0.895327 -1.211546 -0.1 0.0 0.1
H -3.921427 0.114939 0.319937 0.1 0.1 -0.3
H -5.571570 1.860574 0.854230 0.1 0.0 -0.1
H -5.194954 2.712269 -0.647375 0.0 -0.2 0.0
H -7.235344 1.307190 -0.880180 0.2 -0.1 0.0
H -5.944899 0.714260 -1.955556 0.0 0.0 0.1
H -6.349921 -1.291410 -2.691427 0.0 0.0 0.1
H -7.680232 -2.465586 -2.428267 0.2 0.1 0.1
H -6.039637 -2.787487 -1.801365 -0.1 0.2 0.0
C -4.106374 -1.738825 -5.778752 0.1 0.1 0.0
C -4.359023 -3.150089 -6.284210 0.0 0.0 0.1
C -5.263429 -3.943751 -5.334932 0.0 -0.1 -0.1
C -4.647122 -4.135535 -4.020976 0.2 0.0 0.2
N -4.123131 -4.284998 -3.007472 -0.2 0.1 -0.2
H -3.593942 -1.744821 -4.813771 0.0 0.0 0.0
H -3.490407 -1.179996 -6.483995 0.0 0.0 0.0
H -5.050400 -1.204793 -5.659183 0.0 0.0 0.0
H -3.418479 -3.687566 -6.421528 0.0 0.0 0.0
H -4.847331 -3.107796 -7.258665 0.0 -0.1 0.0
H -5.473652 -4.935169 -5.741334 0.0 0.0 0.0
H -6.223635 -3.438582 -5.204000 0.0 0.0 0.0
C 7.675151 -0.142929 -1.997879 0.1 0.0 0.1
C 7.086226 -0.495341 -3.354616 0.0 0.0 0.0
C 5.560085 -0.626479 -3.317194 0.1 -0.1 0.0
C 5.096760 -1.657092 -2.379161 0.0 -0.1 0.1
N 4.720226 -2.452986 -1.637961 0.0 0.2 -0.1
H 7.488443 -0.932592 -1.267927 0.0 0.0 0.0
H 8.754035 -0.010702 -2.069685 0.0 0.0 0.0
H 7.258464 0.787844 -1.600387 0.0 0.0 -0.1
H 7.520043 -1.428046 -3.718464 0.0 0.0 0.0
H 7.330635 0.274551 -4.087558 0.0 0.0 0.0
H 5.160750 -0.863338 -4.305368 0.0 0.0 0.0
H 5.120375 0.325907 -3.008532 0.0 0.0 0.0
C -8.248483 -7.201476 -5.894870 0.0 0.0 0.0
C -8.001373 -6.986248 -4.407949 0.0 0.0 0.0
C -8.989585 -5.999253 -3.775813 0.0 0.0 0.0
C -8.911325 -4.672504 -4.391473 0.0 0.2 0.0
N -8.831586 -3.634051 -4.879397 0.1 -0.2 0.1
H -8.126982 -6.272497 -6.454969 0.0 0.0 0.0
H -7.549960 -7.932776 -6.301336 0.0 0.0 0.0
H -9.259797 -7.569909 -6.075802 0.0 0.0 0.0
H -6.984500 -6.622373 -4.241729 0.0 0.0 0.0
H -8.086459 -7.932713 -3.871964 0.0 0.0 0.0
H -8.793190 -5.883765 -2.708842 0.0 0.0 0.0
H -10.014994 -6.359039 -3.884412 0.0 0.0 0.0
C 2.364810 1.107795 7.198753 -0.1 0.0 -0.1
C 2.263052 2.562317 7.640324 -0.1 0.0 0.0
C 0.823197 2.982724 7.974125 0.1 0.0 0.0
C -0.079504 2.869501 6.826145 -0.2 -0.1 -0.2
N -0.800477 2.777601 5.934410 0.3 0.0 0.2
H 1.791686 0.928402 6.286457 0.0 0.0 0.1
H 3.399063 0.827537 6.994535 0.0 0.0 0.0
H 1.986133 0.439222 7.973731 0.0 0.0 0.0
H 2.652370 3.224395 6.863161 0.0 0.0 0.0
H 2.871485 2.725833 8.530344 0.0 0.0 0.0
H 0.781192 4.017779 8.316532 0.0 0.0 0.0
H 0.424506 2.355568 8.773999 0.0 0.0 0.0
C 6.941621 4.322429 6.828166 0.0 0.0 0.0
C 6.022477 4.459063 5.622292 0.0 0.0 0.0
C 5.304656 3.148673 5.274932 0.1 0.0 0.0
C 6.244577 2.075354 4.938480 0.1 -0.1 -0.1
N 6.983779 1.238808 4.660395 -0.2 0.2 0.0
H 7.737280 3.600716 6.638370 0.0 0.0 0.0
H 7.408127 5.277569 7.066415 0.0 0.0 0.0
H 6.388730 3.991084 7.709452 0.0 0.0 0.0
H 6.589539 4.793684 4.751408 0.0 0.0 0.0
H 5.259481 5.215679 5.813997 0.0 0.0 0.0
H 4.637617 3.289336 4.421101 0.0 0.0 0.0
H 4.696419 2.810986 6.118291 0.0 0.0 -0.1
```
Positions in Å, forces in eV/Å.

maximum force	0.790	eV/A
total charge	+1
Kohn-Sham gap	9.004	eV
highest occupied orbital energy	-10.95	eV
spin multiplicity	1
lowest unoccupied orbital energy	-1.95	eV
electronic energy	-9347.395446	a.u.